Computed, not measured: a structure of composition C3H4N2S2 at a distorted geometry, with the ωB97M-V functional and the def2-TZVPD basis.

Properties
maximum force = 3.99 eV Å⁻¹
total energy = -27821.465 eV
gap between HOMO and LUMO (alpha / beta) = 5.73 / 7.55 eV

Geometry as ORCA input:
```
! wB97M-V def2-TZVPD RIJCOSX def2/J DEFGRID3
* xyz 0 1
C 0.266 -1.122 -0.379
C -0.640 -1.407 -1.404
C 0.566 0.151 -0.362
N -1.112 -0.400 -2.110
N 0.724 1.613 1.809
S -0.308 0.965 -1.639
S -0.355 0.865 2.687
H 0.449 -1.954 0.252
H -1.129 -2.350 -1.675
H 0.928 2.621 2.010
H 0.611 1.017 0.811
*
```

And the natural (NBO) charges, in e, turn out to be: number 1, C, carries -0.384; number 2, C, carries 0.005; number 3, C, carries -0.318; number 4, N, carries -0.589; number 5, N, carries -0.828; number 6, S, carries 0.566; number 7, S, carries 0.366; number 8, H, carries 0.236; number 9, H, carries 0.206; number 10, H, carries 0.414; number 11, H, carries 0.327